{
  "formula": "C4H5FN2O",
  "method": "wB97M-V/def2-TZVPD",
  "multiplicity": 1,
  "orbital_gap_ev": 8.865,
  "total_charge": 0,
  "relative_energy_kcal_mol": 39.05,
  "symbols": ["N", "N", "C", "C", "O", "C", "F", "C", "H", "H", "H", "H", "H"],
  "xyz": [[-2.3164, -0.0910, -0.0257], [-0.9201, 0.0037, -0.0489], [-0.1301, -1.1095, -0.0331], [1.2012, -0.6987, -0.0139], [2.2999, -1.4576, -0.0563], [1.1659, 0.7092, 0.0137], [2.2408, 1.5421, -0.0258], [-0.1545, 1.1410, -0.0394], [-2.6858, 0.5061, -0.7749], [-2.6262, 0.2735, 0.8951], [-0.5560, -2.0977, 0.0219], [3.0612, -0.8388, 0.1403], [-0.5799, 2.1176, -0.0531]]
}

{
  "formula": "C4H5FN2O",
  "method": "wB97M-V/def2-TZVPD",
  "multiplicity": 1,
  "orbital_gap_ev": 8.659,
  "total_charge": 0,
  "relative_energy_kcal_mol": 13.67,
  "symbols": ["N", "C", "C", "C", "F", "C", "N", "O", "H", "H", "H", "H", "H"],
  "xyz": [[2.2419, -1.4208, -0.5537], [1.0225, -0.7893, -0.3717], [-0.1273, -0.7780, -1.1009], [-0.9531, 0.1607, -0.4074], [-2.2072, 0.4981, -0.7563], [-0.2894, 0.6520, 0.6526], [-0.5662, 1.5613, 1.6837], [0.9626, 0.0561, 0.6788], [2.1793, -2.2706, -1.0958], [2.7427, -1.5720, 0.3218], [-0.3796, -1.3499, -1.9974], [-1.3560, 1.2818, 2.2597], [-0.6678, 2.5231, 1.3418]]
}

{
  "formula": "C4H5FN2S",
  "method": "wB97M-V/def2-TZVPD",
  "multiplicity": 1,
  "orbital_gap_ev": 9.190,
  "total_charge": 0,
  "relative_energy_kcal_mol": 38.99,
  "symbols": ["C", "S", "C", "N", "C", "F", "C", "N", "H", "H", "H", "H", "H"],
  "xyz": [[0.5424, 0.8439, 1.9902], [1.6078, 0.1267, 0.7779], [0.4244, -0.2998, -0.4431], [0.7449, -1.4436, -1.1615], [-0.6736, 0.4776, -0.7655], [-0.9094, 1.7260, -0.3214], [-1.5313, -0.0492, -1.7476], [-2.2427, -0.5068, -2.5533], [1.2472, 1.3991, 2.7798], [-0.2354, 1.6575, 1.5653], [-0.0521, 0.0243, 2.5364], [0.1352, -1.6506, -1.9948], [0.9426, -2.3051, -0.6626]]
}

{
  "formula": "C4H5FNO4S",
  "method": "wB97M-V/def2-TZVPD",
  "multiplicity": 1,
  "orbital_gap_ev": 8.685,
  "total_charge": -1,
  "relative_energy_kcal_mol": 26.27,
  "symbols": ["C", "C", "O", "S", "O", "O", "F", "N", "C", "C", "O", "H", "H", "H", "H", "H"],
  "xyz": [[0.6574, 3.2626, 0.1675], [-0.2600, 2.3437, -0.1188], [-1.5321, 2.2918, -0.3750], [-2.3043, 0.4934, -0.3353], [-2.9125, 0.7109, -1.6175], [-2.8484, 0.7894, 0.9555], [-2.8463, -1.1788, -0.2621], [-0.6850, -0.2780, -0.3740], [-0.5352, -1.2690, -1.4009], [0.2655, 0.7937, -0.2908], [1.4538, 0.5552, -0.4018], [1.6738, 2.9384, 0.3101], [0.4386, 4.3114, 0.2397], [0.5115, -1.3027, -1.7057], [-0.8515, -2.2310, -0.9967], [-1.1819, -1.0099, -2.2449]]
}

{
  "formula": "C4H5FOS",
  "method": "wB97M-V/def2-TZVPD",
  "multiplicity": 1,
  "orbital_gap_ev": 8.867,
  "total_charge": 0,
  "relative_energy_kcal_mol": 17.67,
  "symbols": ["C", "S", "C", "C", "O", "C", "F", "H", "H", "H", "H", "H"],
  "xyz": [[-1.2449, 0.8174, 1.2748], [-1.5117, -0.0927, -0.2395], [0.1522, -0.3981, -0.7122], [0.9715, -1.2189, 0.2643], [0.6329, -1.3975, 1.4209], [0.6238, 0.0967, -1.8490], [1.9380, 0.0079, -2.2007], [-2.2099, 1.3098, 1.5277], [-0.4751, 1.6558, 1.1236], [-0.8675, 0.1937, 2.1051], [1.9197, -1.5793, -0.1234], [0.0710, 0.6053, -2.5916]]
}

{
  "formula": "C4H5FS",
  "method": "wB97M-V/def2-TZVPD",
  "multiplicity": 1,
  "orbital_gap_ev": 8.177,
  "total_charge": 0,
  "relative_energy_kcal_mol": 55.62,
  "symbols": ["F", "C", "C", "C", "C", "S", "H", "H", "H", "H", "H"],
  "xyz": [[0.0138, 2.2223, -0.3550], [-0.0515, 1.0391, 0.4176], [-1.0618, -0.1114, -0.1933], [0.3191, -1.0452, -0.2054], [1.0036, 0.1910, 0.0426], [2.5658, 0.4646, -0.0804], [-0.1641, 1.1981, 1.4353], [-1.8070, -0.6103, 0.7092], [-1.4821, 0.1662, -1.1599], [0.5305, -1.6064, -1.2250], [0.1338, -1.9082, 0.6143]]
}

{
  "formula": "C4H5FS",
  "method": "wB97M-V/def2-TZVPD",
  "multiplicity": 1,
  "orbital_gap_ev": 9.371,
  "total_charge": 0,
  "relative_energy_kcal_mol": 0.17,
  "symbols": ["F", "C", "C", "C", "S", "C", "H", "H", "H", "H", "H"],
  "xyz": [[-1.9400, -0.7526, -0.3262], [-0.8974, 0.0677, 0.2294], [0.1923, -0.7784, 0.8293], [1.3940, -0.6511, 0.3145], [1.5480, 0.4599, -0.9689], [-0.1934, 0.9446, -0.8613], [-1.3802, 0.6647, 0.9507], [-0.1475, -1.4737, 1.5672], [2.3073, -1.1446, 0.6505], [-0.2184, 1.9879, -0.5712], [-0.6647, 0.6757, -1.8140]]
}

{
  "formula": "C4H5GdLiO2",
  "method": "wB97M-V/def2-TZVPD",
  "multiplicity": 8,
  "orbital_gap_ev": [4.083, 6.712],
  "total_charge": 3,
  "symbols": ["H", "C", "C", "C", "C", "O", "O", "Gd", "Li", "H", "H", "H", "H"],
  "xyz": [[1.6403, -1.3918, 0.6436], [-0.5978, 0.4657, -0.1184], [-1.8744, 1.1604, 0.1733], [-2.9044, 0.0372, 0.0828], [-2.1932, -1.2024, -0.3193], [-0.9310, -0.8324, -0.5708], [0.5102, 0.8826, -0.3813], [2.7820, -0.1606, -0.4621], [0.2045, -2.6326, -0.5912], [-2.0064, 1.9656, -0.5625], [-1.8068, 1.6313, 1.1636], [-3.6995, 0.2021, -0.6631], [-3.4368, -0.1744, 1.0243]]
}

{
  "formula": "C4H5HoO",
  "method": "wB97M-V/def2-TZVPD",
  "multiplicity": 5,
  "orbital_gap_ev": [7.752, 5.236],
  "total_charge": 2,
  "symbols": ["H", "C", "C", "C", "H", "H", "H", "C", "O", "Ho", "H"],
  "xyz": [[-0.4517, 1.0949, -1.3127], [-2.0996, 0.1385, -0.0200], [-0.9152, 0.4913, -0.5344], [-1.0751, 0.4194, 0.9726], [-3.1481, -0.0894, -0.1852], [-0.0931, -0.3575, 1.1697], [-0.9867, 1.3146, 1.5991], [1.5481, -0.7484, -0.3210], [2.6014, -0.3691, 0.3100], [3.5827, -0.2298, -1.7344], [1.0372, -1.6645, 0.0564]]
}

{
  "formula": "C4H5I3O",
  "method": "wB97M-V/def2-TZVPD",
  "multiplicity": 3,
  "orbital_gap_ev": [6.223, 5.467],
  "total_charge": 0,
  "relative_energy_kcal_mol": 49.79,
  "symbols": ["C", "C", "C", "C", "O", "I", "I", "I", "H", "H", "H", "H", "H"],
  "xyz": [[-0.2549, 0.2800, -2.1551], [0.0839, 0.6076, -0.9208], [0.7923, -0.8675, 1.6009], [-0.7314, 0.3353, 0.3135], [-0.1095, 0.1822, 1.5232], [1.7851, 1.7675, -0.5622], [-2.1437, 1.8944, 0.7392], [-1.9304, -1.6374, 0.0703], [0.4975, 0.6982, -2.8317], [-1.0311, -0.2691, -2.6215], [0.2018, -1.6628, 1.5398], [1.3412, -0.5596, 2.5063], [1.4990, -0.7689, 0.7980]]
}

{
  "formula": "C4H5ISi",
  "method": "wB97M-V/def2-TZVPD",
  "multiplicity": 1,
  "orbital_gap_ev": [6.117, 6.119],
  "total_charge": 0,
  "relative_energy_kcal_mol": 69.29,
  "symbols": ["C", "C", "C", "C", "Si", "I", "H", "H", "H", "H", "H"],
  "xyz": [[0.3945, 0.7681, 0.7126], [0.3631, 0.6447, -0.7341], [-0.5136, -0.1223, 1.2428], [-0.4416, -0.3810, -1.2359], [-1.2413, -1.3411, 0.0886], [3.0219, 0.5301, -0.1471], [0.6090, 1.6652, 1.1437], [0.8868, 1.3237, -1.3366], [-0.6365, 0.0317, 2.2651], [-0.3220, -0.6424, -2.3091], [-2.1202, -2.4767, 0.3100]]
}

{
  "formula": "C4H5IrLiO",
  "method": "wB97M-V/def2-TZVPD",
  "multiplicity": 6,
  "orbital_gap_ev": [9.090, 4.601],
  "total_charge": 2,
  "symbols": ["C", "C", "H", "C", "C", "O", "Li", "H", "H", "H", "H", "Ir"],
  "xyz": [[-1.2058, -0.7523, -0.5783], [-2.4053, -0.9447, -0.5739], [-3.4491, -1.2131, -0.5663], [0.2638, -0.3380, -0.8106], [0.7298, 0.8603, 0.0099], [1.0662, 0.5346, 1.3144], [-0.2856, -0.3701, 2.2011], [0.8788, -1.2027, -0.5158], [-0.2822, 1.4031, -0.0516], [0.4439, -0.1526, -1.8795], [1.5392, 1.3761, -0.5340], [2.7063, 0.7994, 1.9845]]
}

{
  "formula": "C4H5KLiO7",
  "method": "wB97M-V/def2-TZVPD",
  "multiplicity": 1,
  "orbital_gap_ev": 3.605,
  "total_charge": -1,
  "relative_energy_kcal_mol": 0.00,
  "symbols": ["O", "C", "O", "O", "C", "O", "C", "C", "O", "O", "K", "Li", "H", "H", "H", "H", "O", "H"],
  "xyz": [[-4.2602, 0.6848, -0.0234], [-3.4043, -0.1651, 0.3371], [-3.6093, -1.4042, 0.2789], [-2.2411, 0.3132, 0.7885], [-1.0606, 0.0769, 0.0194], [0.7844, 1.2172, -0.9733], [4.1822, -0.5929, 0.3146], [-0.4345, 1.4111, -0.3796], [3.5862, 0.0015, 1.2390], [3.9223, -0.4581, -0.9053], [-7.0430, -1.1923, -0.5781], [2.3298, 0.6798, -0.2555], [-1.3147, -0.5024, -0.8819], [-0.3408, -0.5066, 0.6145], [-1.1620, 1.9341, -1.0445], [-0.3806, 2.0384, 0.5416], [5.2595, -1.3371, 0.6682], [5.1869, -2.1983, 0.2399]]
}

{
  "formula": "C4H5KNO4S",
  "method": "wB97M-V/def2-TZVPD",
  "multiplicity": 1,
  "orbital_gap_ev": 4.739,
  "total_charge": -1,
  "relative_energy_kcal_mol": 24.42,
  "symbols": ["K", "S", "O", "O", "O", "O", "N", "C", "C", "C", "C", "H", "H", "H", "H", "H"],
  "xyz": [[-4.4122, -25.2813, -15.1355], [-6.5229, -25.3885, -17.6176], [-5.8490, -26.5697, -17.0975], [-5.6452, -24.2036, -17.2746], [-6.6161, -25.4182, -19.0915], [-7.8379, -25.2225, -16.9150], [-5.8653, -22.9796, -11.5132], [-6.4924, -23.2898, -12.6904], [-5.6615, -22.9048, -13.7296], [-4.4566, -22.4625, -13.1389], [-4.5990, -22.5370, -11.7761], [-6.2720, -23.0334, -10.5999], [-7.5255, -23.5934, -12.7108], [-6.0185, -22.8750, -14.7530], [-3.5333, -22.1840, -13.6232], [-3.8954, -22.2515, -11.0121]]
}

{
  "formula": "C4H5MgO4",
  "method": "wB97M-V/def2-TZVPD",
  "multiplicity": 1,
  "orbital_gap_ev": 8.693,
  "total_charge": 1,
  "relative_energy_kcal_mol": 0.00,
  "symbols": ["O", "C", "O", "O", "C", "C", "O", "C", "Mg", "H", "H", "H", "H", "H"],
  "xyz": [[1.8648, -1.1152, 0.0080], [2.0837, 2.9857, -0.0728], [2.4872, 4.0298, -0.0492], [-0.3660, 1.2255, 1.0461], [-1.3864, 0.5843, 0.8332], [-1.4214, -0.5227, -0.1746], [-0.1918, -0.6236, -0.8366], [0.7526, -1.7147, -0.4523], [1.3009, 0.7216, -0.0532], [-2.3179, 0.8216, 1.3730], [-2.2337, -0.3104, -0.8896], [-1.7032, -1.4526, 0.3486], [0.9070, -2.2956, -1.3788], [0.2242, -2.3335, 0.2980]]
}

{
  "formula": "C4H5N",
  "method": "wB97M-V/def2-TZVPD",
  "multiplicity": 1,
  "orbital_gap_ev": 12.163,
  "total_charge": 0,
  "relative_energy_kcal_mol": 72.73,
  "symbols": ["C", "C", "C", "C", "N", "H", "H", "H", "H", "H"],
  "xyz": [[-2.6668, -0.0240, -0.0500], [0.1356, -0.7152, 0.2521], [0.1165, 0.7681, 0.1665], [-0.8451, -0.0743, -0.6529], [-3.7769, -0.0352, 0.2171], [0.9897, -1.4082, -0.0611], [-0.3000, -1.2024, 1.0700], [-0.2626, 1.2012, 1.1030], [0.8714, 1.4116, -0.3141], [-0.7033, 0.0063, -1.6466]]
}

{
  "formula": "C4H5N",
  "method": "wB97M-V/def2-TZVPD",
  "multiplicity": 1,
  "orbital_gap_ev": 9.578,
  "total_charge": 0,
  "relative_energy_kcal_mol": 62.27,
  "symbols": ["C", "C", "N", "C", "C", "H", "H", "H", "H", "H"],
  "xyz": [[-2.3103, -0.2203, -0.0517], [-1.0768, 0.2366, 0.0563], [-0.0661, 0.9065, -0.1673], [1.2311, 0.6518, 0.1483], [1.9228, -0.4554, -0.1534], [-2.7339, -0.9187, -0.7555], [-2.8663, 0.1006, 0.8157], [1.5141, 1.3797, 0.7614], [3.0137, -0.5262, 0.0265], [1.3717, -1.1545, -0.6802]]
}

{
  "formula": "C4H5N2",
  "method": "wB97M-V/def2-TZVPD",
  "multiplicity": 1,
  "orbital_gap_ev": [8.460, 4.394],
  "total_charge": 1,
  "relative_energy_kcal_mol": 217.22,
  "symbols": ["C", "C", "C", "C", "N", "N", "H", "H", "H", "H", "H"],
  "xyz": [[-1.1427, -0.8397, -0.3651], [-2.0440, -0.1471, 0.2376], [-0.6466, 0.9101, 1.2018], [2.2488, -0.8133, -1.5103], [-0.2023, -0.0331, 0.3401], [-1.9551, 0.8117, 1.2300], [0.1132, 1.4860, 1.5838], [1.7746, -0.2993, -0.6625], [3.0992, -1.5628, -1.6068], [1.4786, -0.5125, -2.3080], [-2.7238, 1.0000, 1.8593]]
}

{
  "formula": "C4H5N2",
  "method": "wB97M-V/def2-TZVPD",
  "multiplicity": 1,
  "orbital_gap_ev": [6.437, 6.528],
  "total_charge": 1,
  "relative_energy_kcal_mol": 154.42,
  "symbols": ["C", "C", "C", "C", "N", "N", "H", "H", "H", "H", "H"],
  "xyz": [[-0.7895, -1.4788, 1.0329], [-1.4604, -2.1159, 1.9004], [-0.2584, 0.0617, 1.0965], [0.8297, 0.6629, -1.0232], [-0.0619, -1.4928, -0.1455], [0.2942, -0.2112, -0.0033], [-1.9199, -2.8052, 2.6034], [-0.4848, 0.9324, 1.6989], [0.5004, 0.0253, -1.8893], [0.2790, 1.5918, -1.0460], [2.0114, 0.6340, -1.0311]]
}

{
  "formula": "C4H5N2",
  "method": "wB97M-V/def2-TZVPD",
  "multiplicity": 1,
  "orbital_gap_ev": [8.030, 8.030],
  "total_charge": 1,
  "relative_energy_kcal_mol": 119.07,
  "symbols": ["C", "C", "C", "C", "N", "N", "H", "H", "H", "H", "H"],
  "xyz": [[2.3470, -0.6671, -0.0497], [2.5195, 0.6064, 0.0990], [0.8739, 0.7080, 0.0213], [-0.9840, -0.9070, 0.0372], [1.2717, -1.4130, -0.0937], [0.3613, -0.4863, -0.0048], [3.1068, 1.5019, 0.0685], [0.6923, 1.5376, 0.6490], [-1.4094, -0.5926, -0.9600], [-1.0726, -2.0234, 0.0774], [-1.5435, -0.1671, 0.6410]]
}

no.,energy (eV)
1,-11972.34962
2,-11973.45004
3,-20760.29923
4,-27461.79972
5,-19827.81984
6,-17778.62170
7,-17781.02628
8,-29323.76343
9,-32047.99369
10,-30572.87596
11,-20203.38180
12,-9293.20873
13,-35094.83221
14,-41071.22178
15,-17857.96822
16,-5715.69250
17,-5716.14636
18,-7191.13232
19,-7193.85529
20,-7195.38836